4 unconnected molecules or ions with the total composition C21H54B3N4O9PS in a non-equilibrium geometry, computed with ωB97M-V with the def2-TZVPD basis set.

```
! RIJCOSX wB97M-V def2-TZVPD def2/J DEFGRID3
* xyz 0 1
C 7.5307 -0.5191 0.1374
C 6.3231 0.4311 0.7903
O 5.2619 -0.2198 1.2741
N 6.5140 1.9350 0.7493
C 7.4182 2.3525 1.8925
C 5.2153 2.6948 0.9058
C 4.5296 2.8525 -0.5903
C 2.9465 3.3122 -0.4506
C 1.9256 2.0538 -0.1952
B 0.3760 2.6731 -0.2784
O -0.3664 2.3212 -1.5405
B -1.6088 1.6657 -0.9977
C -1.9472 0.0620 -1.1310
C -2.0533 -0.7219 0.3389
N -0.9139 -0.2077 1.1917
N -3.3468 -0.2867 0.9936
N -1.9028 -2.2302 0.2061
O -2.5347 2.6128 -0.2817
B -1.7369 3.1749 0.8653
P -2.7977 3.5093 2.4712
O -1.8147 3.8474 3.8680
O -3.8409 2.1629 2.8724
S -3.9041 5.0737 2.0481
O -0.2751 3.4630 0.7849
H 7.3692 -1.6247 0.4949
H 8.5434 -0.0701 0.5522
H 7.4696 -0.4415 -1.0476
H 6.7700 2.3305 2.8721
H 8.3478 1.6471 1.9935
H 7.8504 3.4505 1.7498
H 5.4944 3.7770 1.3078
H 4.4683 2.2369 1.6823
H 4.6737 1.8725 -1.2289
H 5.0952 3.7463 -1.1433
H 2.5625 3.8718 -1.4214
H 2.8017 4.0871 0.4412
H 2.1107 1.5442 0.8614
H 2.0464 1.1728 -0.9915
H -3.0043 -0.0251 -1.6769
H -1.1474 -0.5493 -1.7529
H -1.2014 0.0065 2.1723
H -0.0633 -0.8135 1.1431
H -4.0826 -0.0591 0.2844
H -3.7160 -0.9987 1.6629
H -2.2941 -2.7383 1.0390
H -2.4502 -2.5507 -0.6380
H -0.8631 4.0133 3.5837
H -3.3357 1.4531 3.3762
C 0.8829 -5.8668 1.4436
C 0.4248 -4.8159 0.4451
O 1.1586 -3.5984 0.5255
C 2.5618 -3.6818 0.2867
C 2.9084 -4.2116 -1.0953
H 0.8210 -5.4775 2.4658
H 0.2586 -6.7616 1.3694
H 1.9201 -6.1676 1.2718
H -0.6214 -4.5664 0.6537
H 0.4493 -5.2061 -0.5770
H 3.0432 -4.2765 1.0687
H 2.9572 -2.6662 0.3830
H 2.5524 -5.2332 -1.2426
H 3.9941 -4.2115 -1.2421
H 2.4504 -3.5886 -1.8708
C -8.9621 -1.9138 2.4655
C -7.7971 -2.3798 3.3238
O -6.5719 -1.7190 3.0250
C -6.5523 -0.3033 3.1941
C -6.8534 0.1388 4.6169
H -8.7328 -2.0467 1.4026
H -9.8644 -2.4835 2.7049
H -9.1846 -0.8544 2.6208
H -7.6311 -3.4471 3.1402
H -8.0291 -2.2841 4.3890
H -7.2335 0.1714 2.4816
H -5.5449 0.0304 2.9281
H -7.8573 -0.1528 4.9319
H -6.7801 1.2287 4.7008
H -6.1442 -0.3145 5.3176
C -0.3491 0.7412 -4.6300
C 0.9866 1.4463 -4.4564
O 2.0501 0.8333 -5.1777
C 1.9033 0.7625 -6.5942
C 1.7678 2.1243 -7.2557
H -0.2703 -0.3092 -4.3292
H -1.1180 1.2250 -4.0212
H -0.6865 0.7577 -5.6701
H 1.2654 1.4135 -3.3974
H 0.9105 2.5054 -4.7210
H 1.0625 0.1126 -6.8545
H 2.8031 0.2731 -6.9786
H 0.8732 2.6539 -6.9218
H 1.7047 2.0147 -8.3440
H 2.6312 2.7543 -7.0170
*
```

Output
SMILES   CC(=O)N(C)CCCCB1OB(CC(N)(N)N)OB(P(O)(O)=S)O1.CCOCC.CCOCC.CCOCC
Highest occupied orbital energy   -8.715 eV
Gap between HOMO and LUMO   8.8166 eV
Lowest unoccupied orbital energy   0.102 eV
Total energy   -69195.68668 eV
M   602.2 g/mol

***

A molecular structure, C21H54BF4O19P4 in a non-equilibrium geometry, computed with ωB97M-V with the def2-TZVPD basis set.

```
! RIJCOSX wB97M-V def2-TZVPD def2/J DEFGRID3
* xyz -1 1
B 31.8035 -7.6535 48.5771
F 30.9360 -7.4905 49.5111
F 31.1428 -8.0843 47.4687
F 32.4871 -6.3980 48.2670
F 32.8511 -8.5508 49.0718
C 35.4354 -9.0079 50.7605
C 35.7751 -10.4336 51.0763
O 36.9536 -10.7804 51.4705
C 34.7912 -11.6037 50.9173
H 35.4252 -8.8538 49.6393
H 36.0612 -8.3318 51.2832
H 34.3046 -8.7460 51.2584
H 34.0871 -11.1154 50.0479
H 34.1523 -11.4937 51.7944
H 35.1799 -12.5343 50.6212
C 31.5134 -10.0270 52.3000
C 30.8389 -11.2707 51.8241
O 30.4633 -12.1244 52.6684
C 30.5535 -11.3468 50.4259
H 31.0700 -9.0821 52.2083
H 32.3134 -9.9079 51.5847
H 32.1113 -9.9896 53.2462
H 29.9623 -12.1653 50.1177
H 31.6484 -11.4694 50.0371
H 30.2194 -10.3692 50.1185
C 25.7049 -5.7037 49.5208
C 26.2407 -6.6109 48.4659
O 25.9515 -6.3804 47.3758
C 26.8921 -7.8823 48.9462
H 25.7517 -6.2804 50.3965
H 24.6332 -5.6232 49.3673
H 26.2456 -4.7266 49.6766
H 28.1108 -7.6642 49.1511
H 26.7765 -8.7434 48.0935
H 26.5269 -8.2498 49.6950
C 33.7812 -10.6076 40.7793
O 34.3517 -10.0719 41.9442
P 33.4700 -8.9531 42.8535
O 32.1375 -9.5186 43.1198
O 34.1938 -8.5945 44.3377
C 33.3942 -7.8891 45.2651
O 33.2725 -7.6113 41.9619
C 32.3592 -6.6412 42.3673
H 33.4901 -9.6728 40.2852
H 32.7367 -10.9857 40.7110
H 34.3851 -11.2087 40.1749
H 33.6136 -8.1220 46.1469
H 32.3159 -8.2567 45.3448
H 33.3376 -6.8422 45.0224
H 31.3668 -7.2426 42.6791
H 31.9342 -5.9988 41.4692
H 32.9452 -6.0006 43.0916
C 30.7941 -3.4800 51.2096
O 30.5082 -2.5966 50.2233
P 28.9787 -2.5803 49.7241
O 28.0408 -3.2833 50.6653
O 28.5326 -1.0347 49.6890
C 27.8859 -0.4315 50.8261
O 28.9538 -3.2549 48.3037
C 29.3031 -4.5727 48.2383
H 31.9735 -3.6132 51.4161
H 30.4311 -4.5066 50.9279
H 30.5497 -3.0868 52.3132
H 28.5768 -0.2682 51.6961
H 27.0121 -0.8171 51.2201
H 27.5317 0.6718 50.7110
H 30.2708 -4.5614 48.3889
H 28.9515 -4.9321 47.2760
H 28.9227 -5.2440 49.0254
C 30.7673 -14.9968 47.6944
O 31.4518 -14.8055 46.4068
P 31.3811 -13.4349 45.6789
O 30.0029 -12.8776 45.6139
O 32.4311 -12.3430 46.2258
C 31.9363 -11.0475 46.7739
O 31.7802 -13.8013 44.2425
C 31.3892 -13.0319 43.1182
H 30.8481 -14.3102 48.2635
H 31.2460 -15.9688 47.9838
H 29.6763 -15.0397 47.6647
H 31.0160 -11.0239 47.4626
H 31.4670 -10.4459 46.0278
H 32.7376 -10.3939 46.9673
H 31.4128 -13.3889 42.1166
H 31.8390 -11.9813 43.1096
H 30.5177 -12.6115 43.2241
C 32.0937 -4.3177 45.8187
O 32.5232 -4.1996 44.4646
P 33.4043 -3.1158 44.1196
O 32.5894 -1.8354 44.1922
O 34.6391 -2.9944 45.0805
C 34.7014 -2.0394 46.1608
O 33.9473 -3.1605 42.5574
C 33.0870 -3.3147 41.5632
H 31.5596 -5.2480 45.7287
H 31.5766 -3.4834 45.8728
H 32.7734 -4.4909 46.4426
H 34.6478 -1.0609 45.5290
H 35.4669 -2.1117 46.7377
H 33.7242 -2.1602 46.9048
H 33.4211 -3.8938 40.6882
H 32.6206 -2.2585 41.3453
H 32.1373 -3.8597 41.8683
*
```

Output
Highest occupied orbital energy   -7.405 eV
Gap between HOMO and LUMO   9.6855 eV
Lowest unoccupied orbital energy   2.281 eV
Total energy   -110260.54676 eV
M   821.3 g/mol
Energy relative to the best compared isomer or geometry (same formula, charge and spin)   205.9 kJ/mol

***

3 unconnected molecules or ions with the total composition C21H54ClFN6O3P3 in a non-equilibrium geometry, computed with ωB97M-V with the def2-TZVPD basis set.

```
! RIJCOSX wB97M-V def2-TZVPD def2/J DEFGRID3
* xyz 1 1
C 1.1232 2.8459 2.5062
C 1.2220 2.2030 1.0881
C 2.6366 1.5496 0.9355
F 3.2997 2.0996 -0.1662
P 2.5248 -0.2872 0.6805
C 2.9273 -0.8277 -1.0290
C 4.4321 -0.7131 -1.4025
O 5.2858 -1.2364 -0.8420
Cl 4.7930 0.2886 -2.8391
C 3.5028 -1.3181 1.8553
C 4.6007 -0.5711 2.6842
C 5.5425 0.3488 1.8582
C 3.9150 0.1457 3.8950
H 1.5129 3.8687 2.4371
H 0.0753 2.7863 2.8311
H 1.7198 2.3074 3.2613
H 1.0937 2.9766 0.3199
H 0.4578 1.4326 0.9083
H 3.2430 1.8287 1.8057
H 1.1673 -0.6333 0.8814
H 2.3420 -0.3087 -1.7994
H 2.6802 -1.9066 -1.0688
H 2.7832 -1.7593 2.5638
H 3.9410 -2.1529 1.2859
H 5.2334 -1.3608 3.1187
H 6.5539 -0.0475 1.7156
H 5.1485 0.5988 0.8611
H 5.6311 1.3127 2.3886
H 3.8728 1.2392 3.8010
H 2.9336 -0.2926 4.1354
H 4.5352 -0.0662 4.7822
O -2.5294 3.8660 3.0973
P -3.7876 4.7159 3.1097
N -4.8748 3.4763 2.6241
C -5.8121 3.5003 1.5196
C -5.0253 2.3349 3.5178
N -3.3560 5.7094 1.7705
C -4.1887 5.9908 0.6167
C -1.9555 5.7287 1.3690
N -5.1014 5.8347 3.4489
C -4.5852 7.1284 3.9773
C -6.1087 5.3829 4.4302
H -6.4623 4.3816 1.5324
H -6.4818 2.6397 1.5395
H -5.2938 3.4570 0.5581
H -5.6811 2.5669 4.3682
H -4.0597 2.0262 3.9261
H -5.4369 1.4647 3.0059
H -4.1256 5.1948 -0.1351
H -3.8687 6.9196 0.1336
H -5.2327 6.1496 0.8783
H -1.6927 4.8400 0.7795
H -1.3003 5.7776 2.2362
H -1.7386 6.6147 0.7670
H -4.0760 6.9947 4.9367
H -5.4019 7.8383 4.1125
H -3.8814 7.5911 3.2891
H -5.6507 5.0438 5.3628
H -6.7264 4.5796 4.0311
H -6.8009 6.1931 4.6618
O 0.4624 -4.0877 -2.3097
P 0.8143 -5.2466 -3.2339
N 2.2670 -4.5618 -3.8515
C 2.6422 -4.3616 -5.2378
C 3.3278 -4.3168 -2.8946
N -0.4907 -5.0269 -4.3269
C -0.3840 -4.9447 -5.7718
C -1.6186 -4.2156 -3.8792
N 1.1348 -6.7939 -4.0056
C 0.0753 -7.7891 -3.6784
C 2.4114 -7.4496 -3.6551
H 2.5509 -5.2725 -5.8377
H 3.6826 -4.0480 -5.3342
H 2.0447 -3.5718 -5.6999
H 3.8702 -5.2388 -2.6445
H 2.9268 -3.9129 -1.9590
H 4.0540 -3.5866 -3.2582
H -0.1208 -3.9332 -6.1033
H -1.3397 -5.2009 -6.2390
H 0.3340 -5.6513 -6.1834
H -1.3965 -3.1440 -3.9477
H -1.8865 -4.4504 -2.8517
H -2.5047 -4.4204 -4.4843
H 0.0506 -8.0100 -2.6069
H 0.2449 -8.7190 -4.2220
H -0.9113 -7.4348 -3.9675
H 2.5479 -7.5319 -2.5737
H 3.2647 -6.9198 -4.0768
H 2.4524 -8.4514 -4.0837
*
```

Output
Highest occupied orbital energy   -9.746 eV
Gap between HOMO and LUMO   6.9033 eV
Lowest unoccupied orbital energy   -2.843 eV
Total energy   -80832.81652 eV
M   586.1 g/mol

***

6 unconnected molecules or ions with the total composition C21H54ClN6O15P2 in a non-equilibrium geometry, computed with ωB97M-V with the def2-TZVPD basis set.

```
! RIJCOSX wB97M-V def2-TZVPD def2/J DEFGRID3
* xyz -1 1
Cl -4.4606 -4.8822 13.4285
O -3.4536 -4.8741 14.4775
O -5.6035 -4.1010 13.8118
O -3.8362 -4.1810 12.3754
O -4.7480 -6.2636 13.1142
O -2.8380 -2.8906 23.6947
P -4.0688 -2.2780 24.2004
N -4.5843 -3.0719 25.6941
C -5.5665 -2.4121 26.6292
C -3.6417 -4.0669 26.3337
N -5.3846 -2.3385 23.1149
C -6.6773 -1.6232 23.3716
C -5.1815 -2.9687 21.7615
N -3.7547 -0.6316 24.4052
C -3.5936 0.2659 23.1874
C -2.9193 -0.2375 25.5197
H -6.1540 -3.1712 27.1456
H -6.3005 -1.7703 26.1419
H -4.8910 -1.9786 27.3666
H -4.1306 -4.6780 27.0924
H -2.7928 -3.5548 26.7867
H -3.1376 -4.7497 25.6498
H -6.7242 -0.5350 23.3292
H -7.3603 -1.7560 22.5325
H -7.1959 -2.0178 24.2453
H -6.0755 -2.8202 21.1559
H -4.3922 -2.3973 21.2731
H -4.7290 -3.9599 21.7297
H -4.2187 0.0415 22.3231
H -3.8473 1.2944 23.4442
H -2.5737 0.1872 22.8109
H -3.3686 -0.3042 26.5106
H -2.7519 0.8258 25.3483
H -1.8895 -0.5817 25.4245
O 2.3736 -8.2411 8.3421
P 3.1013 -9.4964 8.8133
N 4.7355 -9.1400 8.7787
C 5.5770 -8.9675 9.9243
C 5.4079 -8.9141 7.4590
N 2.9767 -10.8628 7.7839
C 1.6729 -10.9572 7.0357
C 3.9486 -12.0064 7.8428
N 2.6903 -10.1294 10.3459
C 1.3300 -9.8833 10.8061
C 3.4269 -11.2102 11.0674
H 6.6296 -9.0521 9.6542
H 5.4085 -9.6924 10.7207
H 5.2959 -8.0517 10.4444
H 5.5088 -7.8503 7.2437
H 4.9298 -9.4607 6.6461
H 6.4172 -9.3218 7.5154
H 1.3713 -10.0292 6.5500
H 1.8433 -11.8397 6.4191
H 0.9057 -11.1419 7.7876
H 4.6317 -11.8362 8.6750
H 3.3696 -12.8958 8.0915
H 4.3655 -12.0616 6.8372
H 1.2223 -10.0602 11.8763
H 1.0655 -8.8661 10.5173
H 0.6093 -10.4988 10.2678
H 3.4197 -10.8185 12.0846
H 4.3792 -11.4330 10.5862
H 2.9106 -12.1688 11.0158
C -7.2937 0.9986 9.8249
O -7.8457 1.0551 8.5319
C -6.9941 0.9188 7.5158
O -5.8652 0.4145 7.4760
O -7.6930 1.2928 6.4121
C -7.1002 1.2442 5.1457
H -6.8417 1.9896 9.8658
H -6.5068 0.2469 9.8851
H -8.1920 0.8375 10.4209
H -7.1608 0.2653 4.6701
H -6.0665 1.5875 5.1875
H -7.5359 1.8323 4.3380
C -11.1541 -9.0646 15.4057
O -10.8051 -10.3292 16.0223
C -11.5801 -11.4120 15.9653
O -12.5466 -11.5301 15.2102
O -11.3396 -12.1806 17.0753
C -11.9372 -13.4300 17.1620
H -12.0915 -9.0030 14.8528
H -10.2681 -8.7603 14.8485
H -11.2594 -8.3382 16.2114
H -11.4128 -14.1721 16.5600
H -12.9961 -13.3354 16.9213
H -11.8084 -13.5094 18.2414
C -1.4599 5.7645 18.9293
O -2.5434 5.2435 18.1488
C -2.2930 4.1235 17.3288
O -1.2162 3.9545 16.7381
O -3.4166 3.3318 17.4084
C -3.2956 2.1590 16.6131
H -0.5282 5.9405 18.3917
H -1.3185 5.0642 19.7526
H -1.6331 6.6811 19.4931
H -3.1367 2.2973 15.5436
H -4.2435 1.6329 16.7269
H -2.5366 1.4210 16.8724
*
```

Output
Highest occupied orbital energy   -5.219 eV
Gap between HOMO and LUMO   7.0778 eV
Lowest unoccupied orbital energy   1.859 eV
Total energy   -93398.24159 eV
M   728.1 g/mol
Energy relative to the best compared isomer or geometry (same formula, charge and spin)   424.7 kJ/mol

***

10 unconnected molecules or ions with the total composition C21H54F6N6O9P in a non-equilibrium geometry, computed with ωB97M-V with the def2-TZVPD basis set.

```
! RIJCOSX wB97M-V def2-TZVPD def2/J DEFGRID3
* xyz -1 1
P -23.1923 21.2718 -11.8810
F -22.5705 20.6996 -10.4809
F -21.8032 20.8216 -12.5624
F -23.7492 19.7784 -12.2256
F -23.7318 21.9368 -13.2701
F -24.5852 21.6335 -11.1609
F -22.4693 22.6937 -11.5888
C -27.2330 21.2702 -14.6342
O -28.1633 20.4261 -13.9790
H -26.2781 21.4227 -14.1228
H -27.0171 20.8326 -15.6067
H -27.6745 22.2637 -14.7614
H -28.3253 20.7685 -13.0952
C -19.3032 22.0031 -10.9524
O -18.3080 21.9572 -9.8942
H -20.1175 21.3302 -10.6980
H -19.5727 23.0528 -11.0947
H -18.8278 21.7085 -11.8897
H -18.8213 22.3729 -9.1778
C -20.8340 17.5517 -11.0625
O -20.7405 18.1958 -12.3220
H -20.3056 16.5999 -11.0048
H -20.2869 18.1811 -10.3453
H -21.8618 17.4112 -10.7198
H -21.1482 19.0620 -12.2017
C -26.1317 24.2690 -11.3413
O -27.2964 23.9057 -11.3407
N -25.5793 25.3129 -10.7039
C -26.2852 26.1626 -9.7767
C -24.2073 25.7067 -10.9445
H -25.4169 23.8101 -12.0415
H -25.7712 26.2368 -8.8151
H -27.2300 25.6668 -9.5461
H -26.4648 27.1621 -10.1753
H -23.9708 26.7366 -11.2055
H -23.6540 25.4562 -10.0286
H -23.6929 25.0450 -11.6457
C -20.4510 24.6104 -15.8720
O -20.4207 25.2219 -16.9186
N -21.0465 25.0243 -14.7304
C -20.9040 24.3004 -13.4791
C -21.7216 26.3171 -14.6227
H -20.1148 23.5650 -15.7860
H -20.7328 23.2492 -13.7122
H -21.8218 24.3813 -12.9063
H -20.0838 24.6189 -12.8294
H -22.7323 26.1686 -14.2393
H -21.1391 26.8927 -13.9015
H -21.7871 26.7617 -15.6116
C -24.3339 16.0535 -11.9300
O -24.0580 15.3041 -11.0129
N -25.0944 15.7150 -12.9902
C -25.4333 16.7154 -14.0020
C -25.7079 14.4180 -13.1771
H -24.0395 17.1113 -12.0068
H -25.1183 16.4151 -15.0021
H -24.8563 17.6072 -13.7603
H -26.4971 16.9518 -13.9809
H -26.7576 14.3923 -12.8725
H -25.6743 14.2286 -14.2519
H -25.2163 13.5868 -12.6789
C -22.6297 18.0242 -15.7143
O -22.0199 17.0662 -16.1409
N -23.5088 18.7385 -16.4660
C -24.0661 19.9590 -15.9190
C -23.7964 18.3915 -17.8440
H -22.6051 18.4048 -14.6815
H -23.3857 20.7898 -15.6942
H -24.4655 19.8206 -14.9112
H -24.7907 20.4179 -16.5876
H -23.4453 19.1838 -18.5140
H -23.5136 17.3927 -18.1440
H -24.8789 18.5414 -17.9505
C -27.1266 23.9696 -7.7376
O -27.0599 24.8784 -6.9319
N -26.9039 22.6499 -7.4814
C -26.8613 21.7210 -8.5863
C -26.8085 22.2240 -6.0964
H -27.2639 24.2000 -8.8015
H -27.1989 20.7480 -8.2189
H -25.8664 21.6212 -9.0210
H -27.6236 22.0049 -9.3118
H -27.6495 21.5567 -5.8877
H -25.8287 21.7528 -5.9956
H -26.8869 23.0163 -5.3583
C -21.3851 22.9600 -8.0220
O -20.1927 22.9207 -7.8077
N -22.3195 23.2493 -7.0727
C -23.6965 23.4731 -7.4160
C -21.9686 23.6195 -5.7184
H -21.8267 22.6343 -8.9689
H -24.2450 22.5707 -7.1173
H -23.8816 23.5000 -8.4931
H -24.1433 24.3493 -6.9461
H -20.8953 23.5350 -5.5464
H -22.3275 24.6324 -5.5390
H -22.3531 22.9110 -4.9778
*
```

Output
Highest occupied orbital energy   -6.957 eV
Gap between HOMO and LUMO   9.1702 eV
Lowest unoccupied orbital energy   2.214 eV
Total energy   -75622.52700 eV
M   679.7 g/mol

***

Look up the lowest unoccupied orbital energy of the first one.
0.102 eV

***

Among the records above, which one has the lowest highest occupied orbital energy?
C21H54ClFN6O3P3

***

Which of these has the lowest total energy?
C21H54BF4O19P4